Record 1
Below is an isolated ion of composition C8H6NO3P and charge -2 in a non-equilibrium geometry, with properties calculated with ωB97M-V with the def2-TZVPD basis set.

Each atom is followed by the atoms it is bonded to, with distances in Å.
Atoms and positions in Å:
1 H -1.237 0.253 -1.946  C5 1.023
2 C 1.157 -2.439 0.191  C8 1.521, N18 1.147
3 H -3.025 1.995 1.307  C12 1.079
4 P 2.546 0.026 -0.995  C8 2.064, O9 1.543, O10 1.547, O14 1.541
5 C -1.203 0.223 -0.924  H1 1.023, C11 1.404, C17 1.396
6 H -0.898 1.237 2.856  C16 1.112
7 H 0.770 -1.311 -1.634  C8 1.045
8 C 0.908 -1.169 -0.608  C2 1.521, P4 2.064, H7 1.045, C11 1.557
9 O 3.015 0.549 0.379  P4 1.543
10 O 2.012 1.105 -1.967  P4 1.547
11 C -0.186 -0.207 -0.058  C5 1.404, C8 1.557, C19 1.365
12 C -2.330 1.226 1.009  H3 1.079, C16 1.387, C17 1.369
13 H 0.549 -0.239 1.796  C19 1.087
14 O 3.411 -1.019 -1.726  P4 1.541
15 H -3.066 1.348 -0.962  C17 1.124
16 C -1.264 0.936 1.850  H6 1.112, C12 1.387, C19 1.379
17 C -2.267 0.891 -0.317  C5 1.396, C12 1.369, H15 1.124
18 N 1.441 -3.510 0.487  C2 1.147
19 C -0.334 0.104 1.263  C11 1.365, H13 1.087, C16 1.379

Summary:
net charge = -2
SMILES = N#C[C@@H](c1ccccc1)P(=O)([O-])[O-]
HOMO-LUMO gap = 0.20749 Ha
relative energy (zero: lowest compared OMol25 entry of this formula, charge and spin) = 0.0 kcal per mole

=====

Record 2
Below is an isolated ion of composition C8H6NO3S and charge -1 in a non-equilibrium geometry, with properties calculated with ωB97M-V with the def2-TZVPD basis set.

Each atom is followed by the atoms it is bonded to, with distances in Å.
Atoms and positions in Å:
1 O 1.720 -0.362 -1.132  C2 1.325, C9 1.409
2 C 0.452 -0.258 -0.762  O1 1.325, C11 1.389, C17 1.416
3 O 4.753 0.529 -0.492  C8 1.265
4 N 1.560 0.412 1.003  H6 0.990, C9 1.425, C17 1.304
5 H 4.448 -0.920 0.090  S13 1.347
6 H 1.791 1.109 1.668  N4 0.990
7 C -0.924 0.367 1.158  H10 1.011, C17 1.410, C19 1.407
8 C 3.590 0.977 -0.278  O3 1.265, C9 1.514, O16 1.244
9 C 2.481 -0.015 0.002  O1 1.409, N4 1.425, C8 1.514, S13 1.916
10 H -1.166 0.561 2.120  C7 1.011
11 C -0.601 -0.572 -1.612  C2 1.389, C14 1.423, H15 1.093
12 H -2.761 -0.725 -1.571  C14 1.101
13 S 3.374 -1.651 0.448  H5 1.347, C9 1.916
14 C -1.873 -0.450 -0.983  C11 1.423, H12 1.101, C19 1.409
15 H -0.563 -0.805 -2.679  C11 1.093
16 O 3.259 2.176 -0.313  C8 1.244
17 C 0.349 0.191 0.576  C2 1.416, N4 1.304, C7 1.410
18 H -2.942 0.087 0.861  C19 1.068
19 C -2.012 0.005 0.342  C7 1.407, C14 1.409, H18 1.068

Summary:
net charge = -1
SMILES = O=C([O-])[C@@]1(S)Nc2ccccc2O1
HOMO-LUMO gap = 0.27520 Ha
relative energy (zero: lowest compared OMol25 entry of this formula, charge and spin) = 28.7 kcal per mole